No. 1
Formula: C6H9Br
Source: the OMol25 dataset
Level of theory: ωB97M-V/def2-TZVPD

Structure (XYZ):
```
16
C6H9Br, DFT ωB97M-V/def2-TZVPD
C -2.6402 1.0655 -0.6978
C -0.2864 0.5881 0.0403
C 1.7216 -0.8407 -0.9624
C 1.0098 -1.4729 0.0497
C 0.2241 -0.3249 -0.7974
C 0.2506 1.2498 1.1915
Br -3.9059 1.6880 0.5796
H -2.6071 -0.0189 -0.6574
H 2.3564 -0.0422 -0.8300
H 1.8531 -1.4831 -1.8725
H 0.6616 -2.5791 -0.2417
H 1.0562 -1.2857 1.1688
H -0.5203 -0.5871 -1.5606
H -0.4479 0.6843 1.9018
H -0.0410 2.3076 1.1603
H 1.3156 1.0515 1.5279
```

Output
**E_HOMO (alpha / beta)**: -6.1 / -8.8 eV
**Kohn-Sham gap (alpha / beta)**: 6.05 / 7.55 eV
**Relative energy (zero: lowest compared OMol25 entry of this formula, charge and spin)**: 453.22 kJ/mol
**Charge**: 0
**Spin multiplicity**: 3



No. 2
Formula: C6H9BrF2NO8S2
Source: the OMol25 dataset
Level of theory: ωB97M-V/def2-TZVPD

Structure (XYZ):
```
29
C6H9BrF2NO8S2, DFT ωB97M-V/def2-TZVPD
O -2.7175 -0.5993 -3.2752
C -2.2392 -1.0821 -2.2655
O -1.3231 -0.4291 -1.5079
C -0.7718 -1.2371 -0.5058
Br -0.7642 -0.2453 1.1742
C 0.6086 -1.7288 -0.8807
C 1.5134 -0.7176 -1.5735
O 2.4220 -0.0725 -0.7049
C -1.7578 -2.4264 -0.3429
C -2.5661 -2.4273 -1.6247
O -2.2111 -3.4381 -2.5430
H 0.5002 -2.5954 -1.5218
H 1.0808 -2.0703 0.0314
H 0.9446 0.0645 -2.0516
H 2.0676 -1.2364 -2.3535
H 2.9399 -0.7411 -0.2662
H -2.3881 -2.3262 0.5254
H -1.2388 -3.3675 -0.2225
H -3.6347 -2.4263 -1.4395
H -2.3867 -4.2753 -2.1242
N 0.4538 3.8068 2.6357
S 1.4881 4.8634 2.0559
O 2.2160 4.4240 0.9110
O 2.1801 5.6382 3.0346
F 0.4120 5.8763 1.4614
S 1.0837 2.5372 3.3132
O 0.0913 1.5309 3.5338
O 2.0116 2.7868 4.3686
F 1.9852 1.9141 2.1582
```

Output
**E_HOMO**: -6.3 eV
**Kohn-Sham gap**: 8.31 eV
**Charge**: -1



No. 3
Formula: C6H9BrN2S
Source: the OMol25 dataset
Level of theory: ωB97M-V/def2-TZVPD

Structure (XYZ):
```
19
C6H9BrN2S, DFT ωB97M-V/def2-TZVPD
C -2.0626 0.2093 0.3062
C -1.0284 0.7674 -0.5256
C -1.9253 -0.7396 1.2943
C 0.2385 0.6092 -0.4069
C 2.5305 0.5622 0.3076
C 1.7406 -0.2862 -2.0488
N -2.9606 -1.0435 2.1339
N 1.4866 0.4943 -0.7640
S -0.4946 -1.6412 1.4741
Br -1.5479 2.2950 -1.6714
H -2.9539 0.8129 0.3632
H 1.8830 0.8030 1.1286
H 3.0543 -0.3585 0.4465
H 3.2529 1.4319 0.0943
H 0.9074 -0.9524 -2.1501
H 1.9806 0.4033 -2.8384
H 2.6288 -0.9073 -1.8699
H -3.8601 -0.5448 2.1107
H -2.8698 -1.9149 2.6157
```

Output
**E_HOMO (alpha / beta)**: -7.2 / -7.2 eV
**Kohn-Sham gap (alpha / beta)**: 6.45 / 6.45 eV
**Relative energy (zero: lowest compared OMol25 entry of this formula, charge and spin)**: 131.30 kJ/mol
**Charge**: 0



No. 4
Formula: C6H9BrN3O
Source: the OMol25 dataset
Level of theory: ωB97M-V/def2-TZVPD

Structure (XYZ):
```
20
C6H9BrN3O, DFT ωB97M-V/def2-TZVPD
N 1.4174 1.2006 1.2114
C 1.0880 -0.1406 0.4603
O 1.2677 -1.1104 1.4100
C 2.0410 -0.4697 -0.7441
Br 3.9083 0.1908 -0.4132
C -0.3712 -0.0946 -0.1106
N -0.7725 1.0464 -0.6777
C -1.9722 0.9954 -1.1255
C -2.7793 -0.1242 -0.8741
C -2.2816 -1.1580 -0.0359
N -1.0380 -1.1386 0.3572
H 2.3430 1.3031 1.5974
H 0.7922 1.0292 2.1091
H 1.0930 2.0139 0.7356
H 0.5297 -1.6490 1.3568
H 2.0252 -1.6213 -0.8898
H 1.5581 -0.1282 -1.6257
H -2.1853 1.9064 -1.6749
H -3.7986 -0.0679 -1.4113
H -2.8649 -1.9833 0.3450
```

Output
**SMILES**: [NH3+][C@](O)(CBr)c1ncccn1
**E_HOMO**: -14.1 eV
**Kohn-Sham gap**: 10.18 eV
**Relative energy (zero: lowest compared OMol25 entry of this formula, charge and spin)**: 0.00 kJ/mol
**Charge**: +1



No. 5
Formula: C6H9CdO6
Source: the OMol25 dataset
Level of theory: ωB97M-V/def2-TZVPD

Structure (XYZ):
```
22
C6H9CdO6, DFT ωB97M-V/def2-TZVPD
Cd 26.1068 -35.4584 -14.4480
C 29.7055 -37.1153 -14.5566
C 28.2899 -36.5286 -14.4186
O 27.9789 -35.8102 -13.4672
O 27.4345 -36.8907 -15.2283
H 29.8537 -37.9373 -13.8562
H 30.4277 -36.3083 -14.4324
H 29.8186 -37.5569 -15.5467
C 22.7394 -36.2560 -12.2606
C 24.1151 -35.9331 -12.9236
O 24.7502 -34.9377 -12.6253
O 24.7032 -36.7592 -13.6251
H 22.4343 -35.4060 -11.6503
H 22.6165 -37.1363 -11.6297
H 22.0421 -36.4493 -13.0757
C 24.7637 -32.7115 -17.0474
C 25.4902 -33.7609 -16.1532
O 26.4602 -33.5634 -15.4096
O 24.9957 -34.8681 -16.0799
H 25.3938 -31.8426 -17.2370
H 23.7226 -32.5104 -16.7947
H 24.6101 -32.9885 -18.0904
```

Output
**E_HOMO**: -5.2 eV
**Kohn-Sham gap**: 8.89 eV
**Relative energy (zero: lowest compared OMol25 entry of this formula, charge and spin)**: 11.46 kJ/mol
**Charge**: -1



No. 6
Formula: C6H9ClN2O
Source: the OMol25 dataset
Level of theory: ωB97M-V/def2-TZVPD

Structure (XYZ):
```
19
C6H9ClN2O, DFT ωB97M-V/def2-TZVPD
C -0.0870 -3.1141 -0.7591
C 0.1742 -1.7474 -0.4165
C -1.0253 -0.3123 -0.2393
Cl -2.0647 0.3633 -1.4254
C 0.0025 0.6277 0.3010
C -0.7235 1.1980 1.5404
C 0.4542 1.7313 -0.6386
N 1.1388 -0.0873 0.7670
N 1.1348 -1.3110 0.4272
O 1.9822 -2.0599 0.9304
H 0.4526 -3.8080 -0.2091
H 0.1819 -3.4172 -1.8822
H -1.0983 -3.4200 -0.6698
H -1.3544 0.3597 1.8943
H -1.3925 2.0259 1.0521
H 0.0404 1.6235 2.2333
H 1.1673 1.3730 -1.3767
H 1.0092 2.5432 -0.2824
H -0.3563 2.1693 -1.2809
```

Output
**SMILES**: CC1=C(Cl)C(C)(C)N=[N+]1[O-]
**E_HOMO (alpha / beta)**: -9.2 / -9.1 eV
**Kohn-Sham gap (alpha / beta)**: 8.06 / 7.71 eV
**Relative energy (zero: lowest compared OMol25 entry of this formula, charge and spin)**: 603.43 kJ/mol
**Charge**: 0



No. 7
Formula: C6H9ClN2OS
Source: the OMol25 dataset
Level of theory: ωB97M-V/def2-TZVPD

Structure (XYZ):
```
20
C6H9ClN2OS, DFT ωB97M-V/def2-TZVPD
C -2.5673 0.2139 -1.0325
C -1.0663 0.0080 -0.6779
C -0.3794 1.1934 -0.0013
O -0.7717 2.3096 -0.1292
N 0.8284 0.6796 0.6067
C 1.9383 1.3208 0.3489
Cl 2.0613 2.8635 -0.4909
C 3.2498 0.9075 0.9883
N 3.7583 -0.2447 1.0347
C 3.1583 -1.4016 0.3308
S 2.4994 -0.8583 -1.3351
H -2.8224 -0.4429 -1.7243
H -3.0630 0.1921 -0.0788
H -2.6374 1.2601 -1.3724
H -0.5433 -0.2212 -1.6356
H -1.0050 -0.7953 0.0419
H 3.7681 1.6470 1.5677
H 3.9840 -2.0380 0.1715
H 2.2955 -1.9117 0.7169
H 3.1554 -1.9969 -1.9590
```

Output
**SMILES**: CCC(=O)/N=C(Cl)/C=N\CS
**E_HOMO**: -9.4 eV
**Kohn-Sham gap**: 8.72 eV
**Relative energy (zero: lowest compared OMol25 entry of this formula, charge and spin)**: 0.00 kJ/mol
**Charge**: 0



No. 8
Formula: C6H9ClNO
Source: the OMol25 dataset
Level of theory: ωB97M-V/def2-TZVPD

Structure (XYZ):
```
18
C6H9ClNO, DFT ωB97M-V/def2-TZVPD
C 1.6553 0.2014 0.5584
C 0.8291 1.0079 1.2656
C 1.0914 -0.8392 -0.2958
C -0.5698 0.8748 1.3169
C -0.3585 -1.1160 -0.1506
C -1.1263 -0.1999 0.6430
N -0.7859 -2.2338 -0.6787
O -0.4241 1.9348 -1.2747
Cl -2.7636 -0.6511 0.8171
H 2.6315 0.4857 0.5200
H 1.1425 1.9595 1.6501
H 1.6031 -1.8241 -0.1949
H -1.1991 1.4626 1.9670
H 1.3314 -0.3870 -1.1719
H -1.7477 -2.3843 -0.8476
H -0.2903 -3.0825 -0.6906
H -0.0479 2.8226 -1.3592
H -0.9712 1.9688 -2.0741
```

Output
**E_HOMO**: -13.1 eV
**Kohn-Sham gap**: 7.79 eV
**Relative energy (zero: lowest compared OMol25 entry of this formula, charge and spin)**: 0.00 kJ/mol
**Charge**: +1



No. 9
Formula: C6H9ClO
Source: the OMol25 dataset
Level of theory: ωB97M-V/def2-TZVPD

Structure (XYZ):
```
17
C6H9ClO, DFT ωB97M-V/def2-TZVPD
C 0.4713 2.6797 0.6606
C 1.0258 1.4591 0.5658
C 0.3768 0.4955 -0.3464
O -0.8919 0.9641 -0.8603
C -1.5114 -0.3510 -0.4204
C -0.2297 -0.8880 0.1964
C 0.2171 -2.2365 -0.3641
Cl 1.9219 -2.4759 -0.0500
H 0.8874 3.4712 1.3605
H -0.4614 2.8462 0.1710
H 1.9363 1.1141 1.1249
H 1.1556 0.2886 -1.1299
H -2.0062 -0.8777 -1.2281
H -2.2976 -0.1136 0.3120
H -0.3352 -1.0422 1.2827
H -0.3377 -3.0573 0.1480
H 0.0792 -2.2762 -1.4228
```

Output
**SMILES**: C=C[C@@H]1OC[C@H]1CCl
**E_HOMO**: -9.5 eV
**Kohn-Sham gap**: 10.43 eV
**Relative energy (zero: lowest compared OMol25 entry of this formula, charge and spin)**: 181.89 kJ/mol
**Charge**: 0



No. 10
Formula: C6H9CuN4OS
Source: the OMol25 dataset
Level of theory: ωB97M-V/def2-TZVPD

Structure (XYZ):
```
22
C6H9CuN4OS, DFT ωB97M-V/def2-TZVPD
Cu 0.0647 1.0827 -0.1305
N -0.7181 -0.4158 3.5448
C -0.7818 -0.0090 2.2567
N -1.9594 -0.1648 1.6237
O 0.2346 0.4850 1.7232
H -1.5076 -0.8086 4.0206
H 0.1385 -0.2817 4.0482
H -2.7593 -0.5642 2.0789
H -2.0586 0.1958 0.6853
C -2.1080 6.1880 -3.0762
C -1.1368 5.0470 -3.0351
C 0.1894 5.1895 -3.4292
C 1.0165 4.1021 -3.2066
N 0.5927 2.9712 -2.6568
C -0.7176 2.8955 -2.3793
S -1.3506 1.3781 -1.7735
N -1.5896 3.8939 -2.5498
H -1.7654 6.9794 -3.7413
H -2.2077 6.5962 -2.0685
H -3.0907 5.8363 -3.3840
H 0.5643 6.1033 -3.8680
H 2.0707 4.1300 -3.4646
```

Output
**E_HOMO**: -7.5 eV
**Kohn-Sham gap**: 7.74 eV
**Relative energy (zero: lowest compared OMol25 entry of this formula, charge and spin)**: 33.42 kJ/mol
**Charge**: 0



No. 11
Formula: C6H9F
Source: the OMol25 dataset
Level of theory: ωB97M-V/def2-TZVPD

Structure (XYZ):
```
16
C6H9F, DFT ωB97M-V/def2-TZVPD
C 0.2971 0.9430 2.3096
C 0.3139 -2.1337 -1.4693
C 0.7785 0.4861 1.1613
C 0.7749 -1.0600 -0.8357
C -1.2513 1.3203 -1.0050
C 0.1228 -0.3608 0.2469
F -1.0386 -0.9231 0.6174
H 0.8858 1.5019 3.1018
H -0.7692 0.8728 2.7204
H 0.7497 -2.4997 -2.3391
H -0.6467 -2.5574 -1.1756
H 1.8313 0.7124 0.8469
H 1.6828 -0.5400 -1.1718
H -1.6578 1.2050 -0.0986
H -1.6683 0.9312 -1.8460
H -0.4050 2.1021 -1.0632
```

Output
**E_HOMO (alpha / beta)**: -7.5 / -8.3 eV
**Kohn-Sham gap (alpha / beta)**: 7.80 / 7.87 eV
**Relative energy (zero: lowest compared OMol25 entry of this formula, charge and spin)**: 397.99 kJ/mol
**Charge**: 0



No. 12
Formula: C6H9FO2
Source: the OMol25 dataset
Level of theory: ωB97M-V/def2-TZVPD

Structure (XYZ):
```
18
C6H9FO2, DFT ωB97M-V/def2-TZVPD
C 0.7833 -2.6179 -0.2909
C 0.3322 -1.5870 0.1370
C -1.7079 1.1128 1.4301
C 2.1414 0.4110 0.0331
C -0.9451 0.2167 -1.6091
C -0.0352 -0.3348 0.5688
O -1.0996 -0.1507 1.3304
O 0.8732 0.6724 0.6202
F -0.6651 -0.8464 -2.3716
H 1.0455 -3.5073 -0.8255
H -1.5996 1.5733 2.4193
H -2.8625 0.9172 1.5520
H -1.4690 1.7499 0.5822
H 2.8060 -0.3065 0.5480
H 2.5732 1.4481 0.0989
H 2.0523 0.0617 -1.0957
H -1.9174 0.2010 -1.3749
H -0.3055 0.9867 -1.7522
```

Output
**E_HOMO (alpha / beta)**: -6.7 / -7.4 eV
**Kohn-Sham gap (alpha / beta)**: 7.53 / 8.16 eV
**Relative energy (zero: lowest compared OMol25 entry of this formula, charge and spin)**: 636.80 kJ/mol
**Charge**: 0